{"formula": "C4H13N3O", "method": "the ωB97M-V functional and the def2-TZVPD basis", "elements": ["N", "C", "C", "N", "H", "H", "H", "H", "H", "H", "C", "N", "C", "O", "H", "H", "H", "H", "H", "H", "H"], "positions_angstrom": [[-3.579, 0.303, -0.230], [-2.297, -0.196, 0.134], [-1.998, -0.469, 1.395], [-0.765, -0.966, 1.900], [-4.218, -0.420, -0.519], [-3.485, 0.957, -0.992], [-1.567, -0.392, -0.653], [-2.778, -0.235, 2.126], [-0.943, -1.772, 2.488], [-0.282, -0.292, 2.477], [2.052, 1.388, -1.723], [1.781, 0.033, -1.284], [2.014, -0.105, 0.138], [1.978, -1.446, 0.554], [1.353, 2.083, -1.259], [1.908, 1.460, -2.801], [3.079, 1.715, -1.511], [2.397, -0.615, -1.737], [3.019, 0.240, 0.415], [1.258, 0.464, 0.685], [1.070, -1.733, 0.399]], "smiles": "N/C=C/N.CNCO", "homo_lumo_gap_ev": 10.01, "lumo_energy_ev": 1.01, "e_homo_ev": -9.01}

***

{"formula": "C17H50BN4O9P2S", "method": "the ωB97M-V functional and the def2-TZVPD basis", "elements": ["C", "O", "B", "O", "N", "C", "C", "C", "C", "P", "O", "O", "P", "O", "O", "S", "H", "H", "H", "H", "H", "H", "H", "H", "H", "H", "H", "H", "H", "H", "H", "H", "H", "C", "C", "C", "O", "C", "N", "H", "H", "H", "H", "H", "H", "H", "H", "H", "H", "H", "C", "C", "C", "O", "C", "N", "H", "H", "H", "H", "H", "H", "H", "H", "H", "H", "H", "C", "C", "C", "O", "C", "N", "H", "H", "H", "H", "H", "H", "H", "H", "H", "H", "H"], "positions_angstrom": [[-1.131, 4.415, 1.971], [-0.770, 3.047, 1.674], [-0.854, 2.731, 0.382], [-1.957, 3.052, -0.351], [0.291, 1.935, -0.276], [0.506, 0.698, 0.663], [1.318, -0.464, 0.034], [2.397, -0.853, 1.093], [0.514, -1.750, -0.234], [-0.204, 1.421, -1.995], [-0.591, 2.706, -2.886], [-1.402, 0.324, -1.930], [1.770, 2.908, -0.226], [3.017, 2.088, -0.733], [2.062, 3.279, 1.278], [1.608, 4.517, -1.258], [-0.498, 4.768, 2.775], [-2.153, 4.468, 2.334], [-1.061, 5.079, 1.115], [-2.722, 2.513, -0.091], [0.995, 1.058, 1.561], [-0.493, 0.383, 0.956], [1.862, -0.195, -0.864], [1.949, -1.585, 1.756], [2.780, 0.005, 1.641], [3.219, -1.335, 0.571], [-0.197, -1.958, 0.558], [0.019, -1.782, -1.196], [1.238, -2.561, -0.248], [-1.554, 2.717, -3.055], [-1.205, -0.330, -2.624], [3.615, 1.843, -0.004], [2.131, 4.248, 1.338], [0.519, -3.881, -6.933], [0.617, -2.751, -5.913], [0.473, -3.220, -4.449], [-0.859, -3.515, -4.048], [-1.324, -4.800, -4.430], [-0.369, -1.722, -6.259], [-0.509, -4.205, -7.092], [0.901, -3.549, -7.897], [1.108, -4.746, -6.621], [1.615, -2.313, -6.009], [0.789, -2.400, -3.793], [1.143, -4.063, -4.236], [-0.523, -5.544, -4.407], [-1.780, -4.772, -5.422], [-2.095, -5.096, -3.720], [-0.230, -0.927, -5.639], [-1.284, -2.084, -6.002], [-4.039, -3.255, 0.917], [-3.647, -1.859, 0.446], [-4.842, -0.916, 0.239], [-5.581, -1.148, -0.938], [-6.533, -2.199, -0.857], [-2.832, -1.978, -0.768], [-4.438, -3.865, 0.108], [-3.168, -3.778, 1.311], [-4.786, -3.209, 1.712], [-3.022, -1.416, 1.232], [-4.451, 0.103, 0.136], [-5.503, -0.911, 1.116], [-6.982, -2.263, 0.138], [-6.082, -3.156, -1.126], [-7.319, -1.988, -1.580], [-2.489, -1.053, -1.019], [-3.462, -2.224, -1.528], [3.709, 1.500, 6.275], [3.644, 1.794, 4.780], [4.624, 2.882, 4.317], [4.234, 4.203, 4.634], [4.530, 4.619, 5.958], [2.261, 2.127, 4.420], [3.209, 2.265, 6.868], [3.213, 0.554, 6.493], [4.742, 1.420, 6.617], [3.919, 0.872, 4.257], [4.668, 2.851, 3.223], [5.641, 2.684, 4.677], [5.464, 4.182, 6.321], [3.713, 4.370, 6.638], [4.634, 5.703, 5.948], [2.204, 2.226, 3.411], [2.076, 3.065, 4.767]], "homo_lumo_gap_ev": 8.51, "lumo_energy_ev": -2.77, "e_homo_ev": -11.28, "charge": 1}

***

{"formula": "C5H14ClN4", "method": "the ωB97M-V functional and the def2-TZVPD basis", "elements": ["C", "C", "C", "C", "C", "N", "N", "N", "N", "Cl", "H", "H", "H", "H", "H", "H", "H", "H", "H", "H", "H", "H", "H", "H"], "positions_angstrom": [[0.845, 0.785, 1.450], [-1.512, 1.198, 0.817], [-0.742, -1.213, 1.016], [-0.778, -0.494, -1.904], [-0.408, 0.190, 0.823], [1.351, -1.534, -2.241], [0.134, -1.616, -1.679], [-0.001, 0.297, -1.009], [1.284, 0.575, -1.355], [-0.840, 0.132, -3.570], [0.708, 0.994, 2.608], [1.742, 0.150, 1.509], [1.097, 1.825, 1.134], [-1.650, 1.891, -0.009], [-1.505, 1.815, 1.585], [-2.466, 0.756, 0.897], [-1.542, -1.647, 0.326], [0.156, -2.015, 0.948], [-1.279, -1.399, 1.980], [-1.831, -0.650, -1.691], [2.021, -2.174, -1.952], [1.897, 0.959, -0.622], [1.555, 0.793, -2.272], [1.328, -1.214, -3.231]], "homo_lumo_gap_ev": [7.95, 8.14], "spin_multiplicity": 3, "lumo_energy_ev": [-3.03, -5.66], "e_homo_ev": [-10.98, -13.79], "charge": 1}

***

{"formula": "C19H19EuO3", "method": "the ωB97M-V functional and the def2-TZVPD basis", "elements": ["C", "C", "C", "H", "C", "C", "H", "H", "H", "H", "C", "C", "C", "H", "C", "C", "H", "H", "H", "H", "Eu", "O", "C", "C", "H", "H", "H", "H", "C", "C", "C", "H", "C", "H", "C", "H", "C", "H", "O", "C", "O", "H"], "positions_angstrom": [[0.469, -1.918, 1.571], [-0.841, -2.202, 1.106], [-0.750, -2.614, -0.257], [-1.792, -2.085, 1.627], [0.637, -2.554, -0.646], [1.363, -2.087, 0.493], [2.429, -1.875, 0.584], [0.803, -1.618, 2.564], [-1.628, -2.714, -0.894], [1.032, -2.664, -1.648], [-0.927, 2.491, 0.304], [-0.609, 1.942, 1.575], [0.785, 1.703, 1.600], [-1.329, 1.759, 2.348], [1.352, 2.121, 0.381], [0.284, 2.644, -0.448], [0.368, 2.916, -1.497], [-1.967, 2.592, -0.024], [1.329, 1.269, 2.450], [2.409, 2.041, 0.106], [-0.376, 0.012, -0.990], [-0.308, -0.149, -3.784], [-1.408, -0.886, -4.389], [-0.097, -0.915, -5.148], [-1.696, -1.790, -3.810], [-2.207, -0.286, -4.866], [0.468, -1.869, -5.006], [0.805, -1.910, -7.485], [0.569, -0.851, -7.571], [0.101, -0.192, -6.411], [-0.273, 1.177, -6.544], [-0.663, 1.707, -5.684], [-0.121, 1.818, -7.767], [-0.380, 2.868, -7.831], [0.359, 1.148, -8.890], [0.468, 1.674, -9.837], [0.695, -0.202, -8.780], [1.056, -0.731, -9.650], [-1.471, 1.140, 4.846], [-1.429, 0.021, 4.255], [-1.303, -0.234, 3.012], [-1.647, -0.857, 4.844]], "homo_lumo_gap_ev": [5.26, 5.31], "spin_multiplicity": 8, "lumo_energy_ev": [1.74, 1.75], "e_homo_ev": [-3.52, -3.56], "charge": -1}

***

{"formula": "C16H51F8N4O21S4Y", "method": "the ωB97M-V functional and the def2-TZVPD basis", "elements": ["Y", "C", "F", "F", "F", "S", "O", "O", "O", "C", "F", "F", "F", "S", "O", "O", "O", "N", "S", "O", "O", "F", "S", "O", "O", "F", "O", "H", "H", "O", "H", "H", "O", "H", "H", "O", "H", "H", "O", "H", "H", "O", "H", "H", "C", "C", "O", "O", "H", "H", "H", "H", "H", "H", "C", "C", "C", "O", "C", "N", "H", "H", "H", "H", "H", "H", "H", "H", "H", "H", "H", "C", "C", "C", "O", "C", "N", "H", "H", "H", "H", "H", "H", "H", "H", "H", "H", "H", "C", "C", "C", "O", "C", "N", "H", "H", "H", "H", "H", "H", "H", "H", "H", "H", "H"], "positions_angstrom": [[3.451, -1.171, -1.684], [5.191, 1.768, 1.355], [5.161, 0.470, 1.791], [4.128, 2.394, 1.757], [6.271, 2.318, 1.872], [5.361, 1.808, -0.504], [4.738, 3.009, -0.906], [6.757, 1.648, -0.742], [4.586, 0.589, -0.984], [0.674, 1.731, -4.065], [0.411, 2.664, -4.979], [0.067, 2.071, -2.977], [0.209, 0.553, -4.528], [2.514, 1.696, -3.893], [2.750, 0.533, -2.980], [3.013, 1.463, -5.220], [2.821, 2.951, -3.355], [1.517, -0.586, -0.703], [0.977, 0.443, 0.372], [0.147, 0.036, 1.439], [0.946, 1.776, -0.085], [2.355, 0.563, 1.228], [-0.032, -1.160, -1.116], [-1.067, -0.299, -1.444], [-0.351, -2.376, -0.472], [0.461, -1.714, -2.527], [3.931, -1.761, 0.654], [4.873, -1.987, 0.723], [3.636, -1.611, 1.582], [3.001, -2.039, -3.834], [3.292, -2.957, -3.970], [2.870, -1.680, -4.731], [2.862, -0.442, 3.568], [2.556, -0.896, 4.362], [2.073, 0.007, 3.220], [2.968, 4.847, 0.196], [2.219, 4.234, 0.208], [3.050, 5.156, 1.105], [2.475, -3.298, -1.285], [2.211, -3.842, -2.048], [2.077, -3.743, -0.522], [0.268, -5.603, 0.013], [-0.527, -5.841, 0.584], [0.645, -4.853, 0.484], [-1.725, -4.380, -3.050], [-2.671, -3.236, -3.166], [-3.720, -3.458, -4.155], [-0.848, -4.471, -4.186], [-2.288, -5.329, -3.068], [-1.233, -4.395, -2.078], [-2.111, -2.322, -3.408], [-3.189, -3.060, -2.210], [-4.205, -2.625, -4.145], [-1.394, -4.340, -4.970], [-3.326, -5.576, -0.112], [-2.728, -4.712, 0.970], [-3.785, -4.018, 1.753], [-3.244, -3.046, 2.586], [-3.137, -1.761, 1.983], [-1.831, -5.577, 1.781], [-4.061, -6.306, 0.239], [-2.550, -6.143, -0.627], [-3.806, -4.929, -0.849], [-2.070, -4.004, 0.457], [-4.261, -4.774, 2.393], [-4.618, -3.602, 1.173], [-2.702, -1.038, 2.668], [-4.148, -1.381, 1.743], [-2.568, -1.750, 1.041], [-1.643, -5.106, 2.674], [-2.489, -6.301, 2.103], [-2.824, 5.320, -1.634], [-2.127, 4.419, -0.605], [-2.146, 2.977, -0.981], [-3.472, 2.479, -0.971], [-3.501, 1.118, -1.202], [-0.690, 4.844, -0.666], [-2.526, 6.368, -1.577], [-3.910, 5.263, -1.487], [-2.645, 5.048, -2.678], [-2.569, 4.667, 0.369], [-1.540, 2.431, -0.237], [-1.696, 2.854, -1.972], [-4.477, 0.783, -1.578], [-3.296, 0.554, -0.287], [-2.874, 0.832, -2.060], [-0.624, 5.846, -0.557], [-0.252, 4.396, 0.150], [1.517, 4.374, 4.383], [1.169, 3.639, 3.077], [0.186, 2.535, 3.330], [0.831, 1.460, 3.976], [-0.086, 0.617, 4.570], [0.655, 4.560, 2.061], [2.201, 5.206, 4.213], [1.967, 3.720, 5.135], [0.606, 4.785, 4.840], [2.116, 3.172, 2.785], [-0.282, 2.165, 2.407], [-0.650, 2.938, 3.931], [-0.632, 1.088, 5.409], [0.396, -0.226, 5.069], [-0.887, 0.252, 3.914], [-0.275, 4.846, 2.381], [1.154, 5.441, 1.990]], "homo_lumo_gap_ev": 6.58, "lumo_energy_ev": -1.95, "e_homo_ev": -8.53}

***

{"formula": "C3H5FO", "method": "the ωB97M-V functional and the def2-TZVPD basis", "elements": ["C", "C", "C", "O", "F", "H", "H", "H", "H", "H"], "positions_angstrom": [[1.498, -1.050, -0.392], [1.353, 0.257, 0.233], [-1.078, 1.021, 0.397], [2.085, -0.664, 0.875], [1.968, 1.352, -0.231], [0.817, -1.891, -0.393], [2.313, -1.310, -1.089], [-1.444, 0.523, 1.333], [-1.303, 0.561, -0.599], [-0.730, 2.049, 0.353]], "homo_lumo_gap_ev": [9.15, 8.86], "lumo_energy_ev": [0.19, 0.00], "e_homo_ev": [-8.97, -8.86]}

***

{"formula": "C18H29N3O10P2PdSi2", "method": "the ωB97M-V functional and the def2-TZVPD basis", "elements": ["Pd", "C", "Si", "C", "C", "C", "C", "C", "C", "C", "Si", "C", "C", "H", "H", "H", "H", "H", "H", "H", "H", "H", "H", "H", "H", "H", "H", "H", "H", "N", "C", "C", "P", "O", "O", "O", "P", "O", "O", "O", "H", "H", "H", "H", "H", "H", "H", "H", "C", "C", "N", "C", "C", "N", "C", "O", "O", "C", "O", "O", "H", "H", "H", "H", "H"], "positions_angstrom": [[0.542, -0.922, 0.398], [3.728, -1.086, 0.869], [2.675, -0.082, -0.399], [3.337, -0.428, -2.159], [3.155, 1.768, -0.193], [4.539, 1.975, -0.192], [5.094, 3.243, -0.199], [4.260, 4.350, -0.226], [2.891, 4.162, -0.212], [2.306, 2.888, -0.175], [0.423, 2.955, -0.039], [0.023, 4.231, 1.289], [-0.372, 3.411, -1.683], [4.780, -1.134, 0.569], [3.352, -2.107, 0.947], [3.669, -0.618, 1.854], [4.384, -0.123, -2.227], [2.769, 0.143, -2.897], [3.265, -1.487, -2.399], [5.201, 1.115, -0.190], [6.170, 3.368, -0.199], [4.671, 5.351, -0.251], [2.247, 5.036, -0.230], [0.587, 5.153, 1.148], [0.260, 3.846, 2.284], [-1.037, 4.483, 1.282], [-0.007, 4.386, -2.015], [-1.457, 3.477, -1.577], [-0.142, 2.692, -2.473], [-0.417, -2.825, -3.165], [-1.065, -2.993, -1.809], [-2.194, -4.005, -1.825], [-1.779, -1.324, -1.365], [-0.542, -0.427, -2.034], [-2.994, -1.109, -2.169], [-1.739, -1.160, 0.122], [0.386, -3.463, -0.712], [0.468, -5.060, -0.956], [1.519, -2.843, -1.489], [0.279, -3.201, 0.759], [-0.498, -3.659, -3.741], [0.616, -2.659, -2.873], [-0.797, -2.014, -3.651], [-3.027, -3.639, -2.426], [-2.565, -4.139, -0.808], [-1.854, -4.972, -2.198], [-0.776, 0.508, -1.931], [0.148, -5.557, -0.190], [1.020, -2.035, 4.082], [0.074, -0.973, 3.694], [0.117, -0.358, 2.522], [-0.904, 0.554, 2.488], [-1.618, 0.464, 3.785], [-0.927, -0.514, 4.481], [-2.718, 1.134, 4.425], [-3.384, 2.077, 3.770], [-3.002, 0.816, 5.571], [-1.142, 1.408, 1.396], [-2.124, 2.142, 1.267], [-0.132, 1.435, 0.439], [1.365, -2.538, 3.179], [0.547, -2.753, 4.750], [1.882, -1.594, 4.587], [-1.188, -0.772, 5.422], [-3.067, 2.178, 2.837]], "homo_lumo_gap_ev": [7.21, 4.88], "spin_multiplicity": 5, "lumo_energy_ev": [0.31, -3.60], "e_homo_ev": [-6.89, -8.48]}

***

{"formula": "C3H9NO4", "method": "the ωB97M-V functional and the def2-TZVPD basis", "elements": ["N", "C", "C", "O", "C", "O", "O", "H", "H", "H", "H", "H", "H", "H", "O", "H", "H"], "positions_angstrom": [[-1.095, -0.851, 0.468], [-0.541, 0.378, 1.031], [0.900, 0.655, 0.459], [1.544, -0.574, 0.102], [-1.502, 1.433, 0.506], [-1.950, 2.391, 1.074], [-1.667, 1.324, -0.853], [-1.358, -0.885, -0.498], [-0.603, -1.679, 0.767], [-0.588, 0.339, 2.115], [1.562, 1.094, 1.208], [0.837, 1.282, -0.420], [1.946, -0.923, 0.904], [-2.480, 1.796, -1.097], [1.603, -2.301, -1.992], [0.995, -1.681, -1.582], [2.396, -1.799, -2.193]], "smiles": "N[C@@H](CO)C(=O)O.O", "homo_lumo_gap_ev": 10.01, "lumo_energy_ev": 0.46, "e_homo_ev": -9.55}

***

{"formula": "C13H15N3O3", "method": "the ωB97M-V functional and the def2-TZVPD basis", "elements": ["N", "C", "C", "C", "C", "N", "C", "C", "C", "C", "C", "C", "C", "O", "N", "C", "C", "O", "O", "H", "H", "H", "H", "H", "H", "H", "H", "H", "H", "H", "H", "H", "H", "H"], "positions_angstrom": [[2.255, 3.083, -0.382], [1.186, 2.247, 0.137], [0.071, 1.892, -0.965], [-1.398, 1.369, -0.576], [-2.315, 2.152, -0.097], [-3.377, 1.404, 0.401], [-3.287, -0.024, 0.160], [-3.905, -1.153, 0.469], [-3.174, -2.385, 0.233], [-1.878, -2.467, -0.433], [-1.355, -1.212, -0.834], [-1.995, 0.006, -0.528], [1.735, 0.890, 0.702], [1.108, 0.253, 1.591], [2.798, 0.452, -0.035], [3.406, -0.737, 0.521], [2.784, -1.879, -0.083], [3.347, -2.926, -0.483], [1.492, -1.694, -0.200], [2.530, 3.538, 0.507], [1.797, 3.915, -0.894], [0.717, 2.776, 0.926], [0.372, 1.077, -1.666], [0.032, 2.799, -1.487], [-2.279, 3.238, -0.072], [-3.756, 1.661, 1.299], [-4.736, -1.226, 1.086], [-3.458, -3.290, 0.685], [-1.368, -3.466, -0.677], [-0.259, -1.135, -1.164], [3.286, 1.190, -0.465], [3.279, -0.879, 1.707], [4.504, -0.874, 0.353], [0.786, -1.160, 0.467]], "smiles": "N[C@@H](Cc1c[nH]c2ccccc12)C(=O)NCC(=O)O", "homo_lumo_gap_ev": 8.54, "lumo_energy_ev": 0.40, "e_homo_ev": -8.14}

***

Number 1: total energy -399.6606 Eh, M 119.17 g mol⁻¹. Number 2: total energy -2679.5299 Eh, M 559.43 g mol⁻¹. Number 3: total energy -877.6266 Eh, M 165.65 g mol⁻¹. Number 4: total energy -1671.3636 Eh, M 447.32 g mol⁻¹. Number 5: total energy -4869.3220 Eh, M 1004.75 g mol⁻¹. Number 6: total energy -292.2227 Eh, M 76.07 g mol⁻¹. Number 7: total energy -3009.7746 Eh, M 671.98 g mol⁻¹. Number 8: total energy -475.4132 Eh, M 123.11 g mol⁻¹. Number 9: total energy -894.2752 Eh, M 261.28 g mol⁻¹.